Record 1
{
  "formula": "CH2F3PS",
  "method": "ωB97M-V/def2-TZVPD",
  "species": ["C", "F", "F", "F", "P", "S", "H", "H"],
  "coordinates": [[-1.95928, 0.02998, 0.14267], [-2.38747, 0.97429, -0.70241], [-1.34751, 0.69116, 1.08328], [2.53047, 1.01484, 0.57040], [1.54362, 0.12778, -0.40588], [-2.38284, -1.51451, 0.17847], [2.49289, -0.34998, -1.16465], [1.51013, -0.97356, 0.29812]],
  "atomic_forces_ev_per_a": [[-1.521, 0.744, 0.030], [0.404, -1.070, 0.029], [0.603, -0.199, 0.318], [-0.592, -0.481, -0.420], [-1.424, 3.940, 0.525], [0.500, 0.562, -0.349], [2.149, -1.045, -1.912], [-0.119, -2.451, 1.779]],
  "e_above_lowest_kcal_mol": 13.93,
  "multiplicity": 1,
  "total_energy_ha": -1078.4014,
  "smiles": "FC(F)=S.FP",
  "homo_ev": -10.30,
  "homo_lumo_gap_ev": 9.96
}

---

Record 2
{
  "formula": "C28H57BBeBr2CaK2N3O11PSi2",
  "method": "ωB97M-V/def2-TZVPD",
  "species": ["C", "C", "C", "C", "C", "Si", "O", "Si", "C", "C", "C", "C", "B", "O", "C", "C", "P", "N", "H", "H", "H", "H", "H", "H", "H", "H", "H", "H", "H", "H", "H", "H", "H", "H", "H", "H", "H", "H", "H", "H", "H", "H", "H", "H", "H", "H", "H", "H", "H", "Ca", "Br", "C", "C", "C", "C", "C", "C", "N", "O", "C", "C", "C", "H", "H", "H", "H", "H", "H", "H", "H", "H", "H", "H", "H", "H", "H", "H", "H", "H", "H", "C", "C", "C", "O", "C", "C", "C", "O", "O", "O", "H", "H", "K", "C", "C", "O", "H", "H", "H", "H", "H", "H", "K", "N", "O", "O", "O", "Be", "Br"],
  "coordinates": [[4.24604, 3.47408, 2.50321], [5.24728, 3.10346, 1.25822], [4.55890, 1.83528, 0.41722], [4.30050, 2.15889, -1.16655], [2.73179, 2.27604, -1.61755], [1.61530, 3.36157, -0.49546], [-0.04490, 3.20357, -1.15443], [-1.23675, 3.73494, 0.02093], [-2.87560, 2.78258, -0.37283], [-3.58811, 2.08131, 0.92624], [-2.55291, 1.59904, 2.10816], [-4.85662, 2.98541, 1.53510], [-1.64152, 5.63072, -0.32740], [-1.81915, 6.01255, -1.76571], [-1.75078, 6.78433, 0.83930], [-0.73583, 8.07561, 0.54150], [2.06525, 5.50710, -0.49041], [3.62837, 5.89257, -0.64380], [3.56733, 2.55782, 2.84995], [4.94425, 3.70340, 3.43696], [3.62775, 4.42271, 2.20651], [5.54449, 4.00361, 0.57336], [6.26670, 2.71601, 1.74376], [3.62347, 1.37898, 0.98337], [5.38697, 0.97568, 0.45598], [4.95359, 3.09027, -1.51812], [4.74947, 1.23373, -1.77322], [2.28153, 1.17035, -1.57608], [2.64338, 2.58778, -2.76503], [1.70268, 2.83961, 0.88765], [-0.81230, 3.66505, 1.41202], [-3.66896, 3.55915, -0.81161], [-2.70605, 2.00162, -1.25827], [-4.10823, 1.08545, 0.52247], [-3.13704, 0.76746, 2.73378], [-2.27910, 2.44339, 2.87349], [-1.59905, 1.03155, 1.67514], [-5.51838, 2.35679, 2.28663], [-5.56284, 3.18966, 0.59492], [-4.51519, 4.02212, 1.95856], [-0.99149, 6.50148, -2.09569], [-2.84747, 7.24114, 0.75340], [-1.60961, 6.38297, 1.94055], [0.02289, 7.84458, -0.32543], [-0.19916, 8.33804, 1.54924], [-1.34504, 9.03886, 0.19927], [1.21633, 6.12052, -1.49757], [1.62998, 6.02692, 0.80113], [4.11799, 4.97775, -0.75327], [-2.16284, 4.20662, 3.18634], [-2.76284, 9.06662, -1.20566], [-3.04030, -5.13266, 0.10706], [-3.14173, -3.68290, 0.67325], [-3.07152, -2.63564, -0.47673], [-1.66911, -2.38553, -1.01592], [-0.70558, -2.06991, 0.11775], [-0.69819, -3.16588, 1.21349], [-2.07931, -3.48998, 1.71427], [-2.48419, -2.43238, 2.54953], [-0.01715, -4.43683, 0.63355], [0.26613, -2.72370, 2.35764], [-4.60086, -3.60682, 1.24413], [-2.24774, -5.71997, 0.58038], [-3.95246, -5.71837, 0.29378], [-2.86627, -5.14201, -0.97603], [-3.46591, -1.67272, -0.12158], [-3.72368, -2.93810, -1.30661], [-1.32310, -3.25172, -1.59217], [-1.69348, -1.54551, -1.71921], [0.30301, -1.93586, -0.29526], [-0.98123, -1.09857, 0.55657], [-0.02708, -5.25858, 1.36626], [1.03562, -4.23865, 0.38760], [-0.47203, -4.79674, -0.28922], [-0.00735, -1.75570, 2.79183], [1.29274, -2.61271, 1.98778], [0.28866, -3.46816, 3.16452], [-4.73090, -4.28729, 2.09691], [-5.33394, -3.89254, 0.47900], [-4.87534, -2.59614, 1.56612], [2.69533, -1.82704, -1.93568], [2.99725, -2.72262, -0.97996], [3.95558, -3.81193, -1.45192], [4.42213, -4.69311, -0.72299], [4.35500, -3.82509, -2.88391], [4.04227, -2.93632, -3.84335], [3.17017, -1.78734, -3.34428], [2.82581, -0.82340, -4.03515], [4.38382, -2.94828, -5.06600], [2.59108, -2.75353, 0.22223], [2.02828, -1.00779, -1.69157], [4.97925, -4.67265, -3.14243], [2.93716, 0.02605, 1.19375], [2.47690, -7.11251, -4.06808], [1.15822, -6.38547, -4.23127], [0.59091, -6.11808, -2.95729], [2.33317, -8.05330, -3.52657], [2.92531, -7.33019, -5.04161], [3.18046, -6.51216, -3.48210], [0.45100, -6.99786, -4.79836], [1.29554, -5.43753, -4.76046], [1.22296, -5.56681, -2.46472], [-0.96284, 5.19323, -3.22855], [-3.36285, -3.44565, 5.45398], [-3.19771, -2.22308, 5.59958], [-2.42337, -4.22921, 5.66914], [-4.46741, -3.88450, 5.09320], [-4.56284, -2.24561, 3.10164], [-5.76284, 0.77661, 1.07386]],
  "atomic_forces_ev_per_a": [[1.170, 0.419, 0.385], [-0.016, -1.415, 0.831], [1.760, 0.620, -0.037], [0.724, -0.877, -0.858], [0.449, -0.873, -0.814], [-1.125, -2.145, -2.407], [1.057, 0.883, 3.117], [-1.313, -1.357, -4.093], [-0.974, 0.130, -0.350], [1.887, 1.375, 0.384], [-1.326, -1.849, -0.972], [0.420, 0.023, -1.038], [-0.361, 3.426, -0.090], [-0.770, 3.243, 8.196], [-0.821, 0.625, -1.206], [1.017, 0.071, 1.412], [2.260, 2.006, 0.723], [-1.045, -1.796, -0.027], [1.313, 1.987, -0.918], [-1.778, -0.173, -1.926], [0.920, -1.852, 0.840], [-0.893, -1.663, 1.377], [-2.272, 0.804, -1.209], [5.013, 6.586, -2.499], [-1.851, 1.601, -0.136], [-1.574, -1.926, 0.913], [-1.085, 2.093, 1.169], [0.748, 2.266, -0.175], [0.249, -0.665, 2.498], [-0.269, 0.100, 0.180], [0.543, -0.336, 1.097], [1.755, -1.485, 0.863], [-0.223, 1.481, 2.054], [1.975, 2.034, 0.812], [1.296, 1.929, -1.098], [-0.021, -3.212, -0.942], [-1.804, 1.570, 1.126], [1.965, 2.288, -0.946], [1.637, 0.094, 2.296], [0.254, -0.319, -0.261], [-2.805, 1.849, 3.347], [1.925, -0.666, 0.087], [0.023, 0.436, -1.186], [-1.321, 0.408, 1.830], [-0.453, -0.782, -1.845], [1.080, -2.338, 0.776], [-0.027, -0.201, 0.674], [-0.606, -0.176, -1.058], [-0.108, 1.024, -0.165], [-0.655, 1.977, -0.542], [-1.343, 0.344, -1.290], [0.038, -0.346, -0.036], [-0.041, -0.301, -0.820], [-0.187, 0.254, 0.056], [-0.010, -0.165, -0.022], [0.073, 0.045, -0.005], [1.062, -0.002, -0.527], [-0.826, 0.207, 0.111], [-2.779, 1.190, 1.415], [-0.090, -0.290, -0.018], [-0.536, 0.057, 0.261], [1.131, -1.317, 0.618], [-0.111, 0.379, -0.003], [0.106, 0.291, -0.108], [-0.020, 0.051, 0.221], [-0.015, -0.107, 0.136], [-0.025, -0.077, 0.254], [0.034, 0.075, 0.114], [-0.057, -0.100, -0.008], [-0.060, -0.259, 0.259], [-0.171, -0.059, 0.181], [-0.142, 0.301, -0.177], [-0.403, 0.197, 0.281], [-0.148, -0.017, 0.077], [-0.367, -0.108, 0.080], [-0.372, -0.345, -0.297], [-0.163, 0.216, -0.148], [0.127, -0.244, -0.017], [0.113, 0.390, 0.259], [-0.518, 1.307, -0.526], [0.060, 1.399, -2.123], [0.576, -1.617, 1.662], [0.754, -1.299, 0.386], [-0.843, 1.428, -0.880], [1.270, -2.823, 1.921], [-0.974, 3.000, -3.570], [-1.376, 1.662, 0.997], [0.724, -1.154, 0.207], [-0.261, -0.494, 2.153], [0.669, 0.919, -0.499], [-0.218, 0.063, -0.042], [0.064, -0.020, -0.021], [-3.553, -7.159, 0.955], [0.105, -0.215, -0.123], [0.335, 0.052, 0.127], [-0.135, 0.321, 0.395], [-0.033, 0.124, -0.128], [0.039, 0.026, 0.110], [-0.004, 0.012, -0.106], [-0.025, 0.140, 0.217], [0.032, -0.066, -0.220], [-0.335, -0.334, -0.204], [3.927, -6.186, -9.595], [3.319, -0.580, 0.778], [-0.499, 1.028, -0.654], [-1.250, 0.639, -0.034], [-2.126, 0.264, -2.227], [4.442, -1.951, 0.305], [-4.931, -5.987, -0.300]],
  "charge": 1,
  "multiplicity": 2,
  "total_energy_ha": -10077.2904,
  "homo_ev": [-9.15, -9.14],
  "homo_lumo_gap_ev": [2.75, 2.74]
}

---

Record 3
{
  "formula": "C15H22O6S",
  "method": "ωB97M-V/def2-TZVPD",
  "species": ["C", "O", "C", "C", "C", "C", "C", "C", "C", "O", "S", "O", "O", "C", "H", "H", "H", "H", "H", "H", "H", "H", "H", "H", "H", "H", "H", "H", "H", "H", "H", "H", "C", "C", "C", "O", "C", "C", "C", "O", "H", "H", "H", "H"],
  "coordinates": [[-0.49951, -2.96611, 1.73634], [-0.65503, -2.22013, 0.46497], [-0.02752, -0.89079, 0.54739], [-0.08539, -0.09102, -0.88264], [0.95955, -0.63634, -2.02573], [2.34062, 0.23450, -2.17431], [2.89401, 0.90232, -0.78242], [4.56256, 0.88376, -0.66301], [4.86028, 1.13254, 0.96402], [4.57623, 2.51357, 1.39642], [2.93544, 2.93008, 1.19588], [2.64241, 4.46212, 1.33502], [1.94129, 2.12027, 2.06482], [2.48546, 2.51213, -0.61362], [-0.26580, -4.10541, 1.47439], [0.39053, -2.59096, 2.40590], [-1.50038, -2.83198, 2.33616], [-0.68916, -0.26404, 1.31805], [1.04054, -1.01062, 1.01028], [-0.02594, 1.06441, -0.67524], [-1.17949, -0.27805, -1.32240], [0.38780, -0.53234, -3.06845], [1.12826, -1.80010, -1.88643], [2.15303, 1.09399, -2.97006], [3.19574, -0.46312, -2.62924], [2.51348, 0.37404, 0.19539], [4.95803, 1.85291, -1.20173], [5.03188, -0.11180, -1.06242], [4.25608, 0.30563, 1.54749], [6.03668, 0.96843, 1.07377], [3.13140, 3.12650, -1.38821], [1.36425, 2.73249, -0.86489], [-6.33361, -0.04726, 0.13571], [-5.26356, 0.70610, 0.40728], [-3.92237, 0.10713, 0.55445], [-2.94275, 0.79566, 0.80498], [-3.80928, -1.35555, 0.38838], [-4.87933, -2.10892, 0.11680], [-6.22052, -1.50994, -0.03037], [-7.20014, -2.19848, -0.28090], [-7.32451, 0.37603, 0.02531], [-5.32995, 1.78037, 0.53124], [-2.81838, -1.77884, 0.49877], [-4.81293, -3.18318, -0.00716]],
  "atomic_forces_ev_per_a": [[-0.020, -0.431, 0.105], [1.486, 0.265, 1.200], [-0.745, 1.239, 0.873], [-0.874, -0.884, -0.066], [-0.768, 0.224, -0.695], [0.255, -0.087, -0.152], [0.822, 0.474, 0.149], [-1.438, 1.276, 1.123], [1.395, -2.135, -1.769], [-2.402, -0.590, -0.783], [-5.421, 3.201, 1.503], [2.472, -5.476, -0.471], [4.259, 1.703, -2.792], [1.006, -1.489, -1.415], [-0.801, 2.523, 0.546], [-1.678, -0.477, -1.433], [1.952, -0.508, -0.972], [1.577, -1.114, -1.595], [-1.775, 0.310, -1.084], [0.079, -2.364, -0.379], [2.319, 0.406, 1.115], [1.310, -0.291, 2.215], [-0.134, 2.510, -0.073], [0.429, -1.713, 1.703], [-1.855, 1.543, 1.012], [0.432, 0.777, -2.177], [-0.465, -2.189, 0.761], [-0.844, 1.995, 0.923], [1.227, 1.980, -0.780], [-2.708, 0.624, 0.275], [-1.141, -1.015, 1.939], [2.101, -0.325, 1.228], [0.205, 0.446, 0.088], [-0.471, -0.004, -0.085], [0.615, 0.414, 0.163], [-0.620, -0.368, -0.159], [-0.177, -0.427, -0.018], [0.391, 0.115, 0.074], [-0.697, -0.592, -0.201], [0.609, 0.469, 0.164], [0.010, -0.044, -0.003], [0.033, -0.029, 0.005], [0.086, 0.028, -0.060], [-0.034, 0.032, -0.001]],
  "multiplicity": 1,
  "total_energy_ha": -1434.1229,
  "smiles": "COCCCC[C@H]1CCOS(=O)(=O)C1.O=C1C=CC(=O)C=C1",
  "homo_ev": -9.89,
  "homo_lumo_gap_ev": 8.36
}

---

- Number 2 is which compound?
  C28H57BBeBr2CaK2N3O11PSi2

---

- Number 2 is which compound?
  C28H57BBeBr2CaK2N3O11PSi2